A cluster of 2 separate species, C4H7NO in total at a distorted geometry, computed with ωB97M-V/def2-TZVPD.

Its relative energy (zero: lowest compared OMol25 entry of this formula, charge and spin) is 187.3 kJ/mol. As for the total energy: -286.56032 Ha. As for the charge: 0. Its LUMO energy is 1.130 eV. For the HOMO energy, the calculation gives -8.0 eV.

Geometry (Å):
C: -0.14292 -1.72231 -0.21215
C: 0.36797 0.17286 2.06707
O: 1.48605 0.09065 1.87376
C: -0.59429 0.74929 -0.44770
C: -0.08546 1.98965 -0.48494
N: 0.10777 -0.40350 -0.76106
H: 0.27627 -2.46597 -0.89707
H: -1.21802 -1.90617 -0.12639
H: 0.30432 -1.90438 0.77682
H: -1.64302 0.59314 -0.19474
H: 0.97781 2.16281 -0.64199
H: -0.71593 2.86268 -0.36146
H: 1.07508 -0.23384 -0.99665

---

An isolated molecule of C4H7NO, computed with ωB97M-V/def2-TZVPD.

As for the SMILES: O[C@H]1C[C@H]2N[C@@H]12. Its relative energy (zero: lowest compared OMol25 entry of this formula, charge and spin) is 251.4 kJ/mol. As for the total energy: -286.53588 Ha. As for the charge: 0. Its LUMO energy is 1.044 eV. For the HOMO energy, the calculation gives -9.4 eV.

Geometry (Å):
O: 1.94405 0.63431 0.42483
C: 0.94534 0.22554 -0.45816
C: 0.27289 -1.17045 -0.22297
C: -1.05693 -0.44724 -0.06223
N: -0.85982 0.48309 1.06235
C: -0.43259 0.87442 -0.29352
H: 1.51347 0.67913 1.29249
H: 1.34611 0.31570 -1.46975
H: 0.61889 -1.70102 0.66819
H: 0.33188 -1.82049 -1.09959
H: -2.04875 -0.78960 -0.33814
H: -1.74664 0.94521 1.25682
H: -0.82789 1.77141 -0.76031

---

Number 1: frontier orbital gap 9.159 eV. Number 2: frontier orbital gap 10.457 eV.